The following is a quantum chemistry calculation of a molecular structure, C35H39N5O8PSTi in a non-equilibrium geometry, from OMol25.

```
90
Properties=species:S:1:pos:R:3:forces:R:3:lowdin_charge:R:1
Ti -0.415 -0.495 0.297 0.3800 -1.1291 -0.2552 1.089
O 1.227 -2.990 -5.652 -0.3481 -0.1176 -0.3446 0.067
C 1.169 -2.504 -4.548 0.2032 0.4482 0.3234 -0.667
O 1.960 -2.542 -3.559 -0.3130 -0.1639 0.1488 -0.052
C 0.027 -1.575 -4.022 0.2730 -0.6562 0.7740 -0.040
C 0.282 -0.220 -3.848 -0.2279 0.2506 -0.0090 0.044
C -0.233 0.454 -2.760 -0.1772 -0.0379 0.0318 -0.178
N -1.010 -0.161 -1.816 0.3951 -0.0451 -0.5322 0.081
C -1.508 -1.361 -2.177 0.1253 -0.0303 -0.6885 -0.250
C -1.042 -2.087 -3.263 -0.2418 0.3483 -0.2153 0.019
C -2.474 -1.945 -1.225 -0.0011 -0.2532 -0.1544 -0.218
C -3.620 -2.607 -1.638 0.0103 -0.0134 0.0036 0.027
C -4.437 -3.182 -0.679 0.1103 0.0382 0.0435 -0.014
C -4.063 -3.097 0.654 0.0032 -0.0540 -0.0848 -0.015
C -2.905 -2.419 0.983 -0.0749 -0.0444 0.2179 -0.090
N -2.134 -1.834 0.066 -0.3257 0.1930 -0.2012 0.032
C -0.018 1.926 -2.679 -0.1339 0.1029 -0.0772 -0.241
C -0.385 2.695 -3.782 -0.0062 -0.0364 -0.0633 -0.001
C -0.292 4.074 -3.694 -0.0216 -0.1151 0.0010 -0.039
C 0.154 4.633 -2.509 0.0189 0.0786 -0.0034 -0.036
C 0.519 3.787 -1.475 0.0515 -0.0355 0.0266 -0.111
N 0.450 2.460 -1.561 -0.1359 -0.1096 0.2925 0.126
H 0.948 0.298 -4.527 0.0930 0.0111 0.0742 0.148
H -1.428 -3.078 -3.464 0.0145 -0.0518 0.0712 0.136
H -3.866 -2.648 -2.690 0.0419 -0.0212 -0.0110 0.133
H -5.341 -3.702 -0.964 -0.0187 0.0235 -0.0233 0.123
H -4.664 -3.553 1.427 0.0412 0.0117 0.0574 0.120
H -2.573 -2.361 2.008 -0.0458 0.1098 -0.0018 0.117
H -0.756 2.214 -4.677 -0.0103 0.0171 -0.0089 0.124
H -0.580 4.699 -4.528 0.0040 -0.0054 -0.0172 0.117
H 0.220 5.705 -2.390 0.0180 0.0082 0.0466 0.114
H 0.874 4.185 -0.532 0.0817 -0.0057 0.0580 0.114
C -2.935 3.256 -0.711 0.2263 -0.0671 0.0551 0.014
C -2.885 2.188 0.385 0.1223 0.0348 0.0322 -0.505
C -3.894 2.500 1.486 0.2016 -0.0603 0.0831 0.003
O -3.122 0.904 -0.177 -0.2267 0.0314 -0.0330 -0.021
C -1.467 2.191 1.008 -1.1152 1.3428 0.1013 -0.468
O -1.084 3.125 1.653 0.2872 -0.4905 -0.1424 0.158
O -0.729 1.116 0.753 -0.0971 1.5014 0.2185 -0.195
H -3.966 3.411 -1.028 -0.0172 -0.0202 0.0152 0.096
H -2.352 2.931 -1.573 0.0253 0.0214 -0.0231 0.074
H -2.530 4.195 -0.338 -0.0587 0.0492 -0.0134 0.100
H -4.896 2.572 1.060 0.0137 0.0382 -0.0389 0.097
H -3.635 3.448 1.954 -0.0944 0.0337 -0.0002 0.100
H -3.873 1.718 2.242 -0.0165 -0.0136 0.0315 0.082
H -4.078 0.785 -0.198 0.0266 -0.0910 0.0146 0.116
C 1.811 -2.888 4.727 0.1419 -0.1274 -0.0930 0.003
N 0.797 -1.995 4.181 -0.0282 0.1378 -0.1983 -0.043
C -0.031 -1.265 4.982 -0.2554 0.1339 0.0205 -0.032
C -1.027 -0.520 4.478 0.1632 0.0691 0.1140 0.035
C -1.227 -0.498 3.049 -0.3089 -0.1462 0.3049 -0.482
O -2.215 -0.016 2.505 0.0498 0.0344 0.1234 0.035
N -0.273 -1.124 2.251 0.0072 0.0489 0.1282 0.074
C 0.683 -1.946 2.798 0.2417 -0.4476 0.0827 -0.493
O 1.417 -2.654 2.123 -0.0381 -0.0496 0.0982 -0.005
H 1.770 -2.860 5.812 -0.0443 0.0673 -0.0045 0.095
H 2.800 -2.586 4.386 -0.0072 0.0035 0.0442 0.100
H 1.633 -3.904 4.381 0.0052 0.0071 0.0475 0.100
H 0.148 -1.346 6.045 0.0317 -0.0206 -0.0037 0.136
H -1.699 0.039 5.108 -0.0182 -0.0061 -0.0016 0.123
C -0.186 -4.496 0.142 -0.0523 0.1865 -0.4082 -0.179
S 0.632 -3.434 -1.102 0.0565 -0.7725 1.0844 1.049
C 2.296 -3.949 -0.659 -0.0573 0.3588 -0.1990 -0.188
O 0.477 -2.040 -0.451 0.8175 -0.4825 -0.4233 -0.656
H 0.066 -5.533 -0.072 0.0404 -0.0017 -0.0944 0.071
H -1.264 -4.366 0.058 0.0269 0.0049 -0.0727 0.041
H 0.166 -4.203 1.128 0.0893 0.0480 -0.0503 0.048
H 2.354 -5.026 -0.806 -0.0631 -0.0303 -0.0565 0.077
H 2.449 -3.676 0.380 0.0062 -0.0452 0.0441 0.044
H 2.989 -3.457 -1.333 0.0088 0.0738 -0.1332 0.056
C 2.922 -0.090 -1.417 -0.3182 0.0385 0.0545 -0.214
P 2.073 0.364 0.135 1.3905 -0.0259 -0.1003 0.977
C 3.208 -0.437 1.349 -0.3226 -0.1310 -0.0754 -0.211
C 2.650 2.068 0.437 -0.5192 0.0652 0.1932 -0.382
C 3.466 2.765 -0.448 0.0649 -0.0301 -0.0462 -0.098
C 3.924 4.033 -0.120 0.0060 -0.0216 0.0408 -0.072
C 3.567 4.614 1.088 0.0353 0.0122 -0.0230 -0.075
C 2.754 3.924 1.975 -0.0452 0.0443 0.0731 -0.066
C 2.293 2.658 1.648 -0.0618 -0.0852 -0.1620 -0.101
H 2.666 0.622 -2.199 -0.0327 -0.0496 -0.0682 0.043
H 2.621 -1.080 -1.749 -0.0317 -0.0305 -0.1115 0.016
H 3.998 -0.069 -1.248 0.0057 0.0222 -0.0083 0.066
H 4.222 -0.091 1.150 -0.0410 0.0936 -0.0298 0.065
H 3.162 -1.519 1.270 0.0025 0.0019 0.0273 0.027
H 2.924 -0.139 2.358 0.0343 -0.0535 0.0256 0.050
H 3.750 2.339 -1.400 -0.0045 -0.0200 -0.0028 0.099
H 4.566 4.566 -0.808 -0.0153 0.0012 -0.0235 0.110
H 3.924 5.605 1.333 0.0031 0.0032 0.0433 0.109
H 2.473 4.373 2.918 -0.0305 0.0050 -0.0089 0.112
H 1.630 2.126 2.322 0.0071 0.0900 0.0693 0.104
```
Forces are in eV/Å.

The LUMO energy is -4.07 eV. The calculation puts the calculated total energy at -3821.79311 hartree. As for the net charge: +1. The HOMO-LUMO gap is 6.747 eV. As for the energy relative to the best compared isomer or geometry (same formula, charge and spin): 176.47 kJ/mol. Its highest occupied orbital energy is -0.397 Eh.